(1)
C3H8Cl2SSi | the ωB97M-V functional and the def2-TZVPD basis

- lowest unoccupied orbital energy (alpha / beta) (eV) = 0.09 / -1.07
- orbital gap (alpha / beta) (hartree) = 0.294 / 0.227
- M (Da) = 175.16
- total charge = 0

Each line ends with the Mulliken charge.
Positions of all 15 atoms, in Å:
C: -1.6590 0.4243 -1.6410  -0.95
C: 1.5137 0.6314 1.9687  -0.65
C: 1.5227 -1.2918 0.1861  -0.59
Si: 0.0701 1.1742 -2.0132  0.51
S: 2.6409 -0.3003 0.9463  0.04
Cl: 0.2584 1.8272 -3.9849  -0.23
Cl: 0.5470 2.8523 -0.7656  -0.26
H: -2.0895 -0.5182 -2.1412  0.34
H: -1.9766 0.4942 -0.5750  0.33
H: -2.3531 1.2726 -2.1099  0.28
H: 1.0065 -0.0113 2.6779  0.34
H: 0.6690 1.0398 1.3034  0.07
H: 2.0517 1.3783 2.4385  0.31
H: 0.4457 -0.8893 -0.0361  0.19
H: 1.8299 -2.2386 -0.2909  0.27

Cartesian forces, eV/Å:
-2.5115 1.8364 -1.2071
-2.6078 -0.8527 -1.8719
-2.2751 -0.1543 -1.2906
0.2380 -0.3532 0.4180
0.3018 -0.1185 0.1498
-0.3099 -0.1137 0.4370
-0.5932 -0.7999 -0.6677
1.3405 1.2582 0.8009
0.6343 -0.3776 -0.5935
1.2265 -1.4840 0.7405
0.2270 -0.1925 0.2932
1.4356 -0.2297 0.9599
0.8728 1.6753 0.9439
2.1471 -0.9053 0.5995
-0.1263 0.8114 0.2881



(2)
C3H8ClN2 | the ωB97M-V functional and the def2-TZVPD basis

- lowest unoccupied orbital energy (alpha / beta) (eV) = -6.50 / -6.50
- orbital gap (alpha / beta) (hartree) = 0.265 / 0.265
- M (Da) = 107.56
- total charge = +1

Each line ends with the Mulliken charge.
Positions of all 14 atoms, in Å:
C: 1.2859 1.6077 -0.5113  -0.83
C: -0.3262 -1.8515 1.0581  -0.80
C: -0.0662 1.5055 0.0240  0.22
N: -1.2551 -1.4746 -1.0257  -0.58
N: -0.6867 -1.0586 -0.0468  0.41
Cl: -1.3883 1.7980 -0.9507  0.04
H: 2.0178 1.6907 0.2866  0.32
H: 1.3642 2.4633 -1.1876  0.39
H: 1.5476 0.7470 -1.1343  0.30
H: -0.3409 -2.9258 0.8578  0.34
H: -1.0536 -1.6293 1.8512  0.34
H: 0.6485 -1.5225 1.4205  0.28
H: -0.2579 1.4070 1.0832  0.33
H: -1.4892 -0.7569 -1.7250  0.25

Cartesian forces, eV/Å:
0.3098 0.1311 -0.0212
0.0451 -1.2041 1.0817
-0.7776 -1.0555 -0.7216
-0.1209 -1.4131 0.3938
0.1826 2.9596 -1.0978
0.4834 0.0920 0.3802
0.0210 -0.0259 0.0584
-0.0869 0.0713 0.0389
-0.1642 -0.1148 0.0166
0.0033 0.0910 -0.0858
0.1366 -0.0371 -0.1210
-0.0394 -0.0977 -0.0843
-0.1806 0.0562 0.0373
0.1876 0.5471 0.1249



Energy above the lowest of the compared OMol25 structures with the same formula, charge and spin
In order: 80.32, 85.24
Unit: kcal/mol
DFT total energy
In order: -1727.13534, -688.42661
Unit: Ha